Computed, not measured: a 2-piece molecular cluster, C6H12O2 overall, with ωB97M-V with the def2-TZVPD basis set.

Results
- max |F| (Eh/bohr) = 0.0377
- LUMO (Ha) = 0.0213
- M (g/mol) = 116.16
- structure (SMILES) = CC/C=C/C=C/O.O
- orbital gap (eV) = 8.919
- electronic energy (eV) = -10509.723
- highest occupied orbital energy (eV) = -8.3

ORCA input file:
```
! RIJCOSX wB97M-V def2-TZVPD def2/J DEFGRID3
* xyz 0 1
C 1.268 -2.061 1.877
C -0.223 -1.936 1.455
C -0.436 -0.737 0.547
C 0.107 -0.699 -0.662
C -0.149 0.443 -1.570
C 0.585 0.863 -2.605
O 0.392 2.086 -3.204
H 1.538 -3.116 1.916
H 1.594 -1.723 2.850
H 1.873 -1.507 1.148
H -0.738 -1.772 2.416
H -0.593 -2.866 1.018
H -0.968 0.114 0.969
H 0.595 -1.539 -1.162
H -1.090 0.935 -1.418
H 1.472 0.459 -3.047
H -0.453 2.473 -2.986
O -1.925 3.690 0.934
H -1.759 3.194 0.122
H -1.091 3.697 1.402
*
```

Atomic partial charges in e from the natural (NBO) method, atoms 1 to 5: atom 1 (C): -0.609, atom 2 (C): -0.444, atom 3 (C): -0.175, atom 4 (C): -0.223, atom 5 (C): -0.339